{"formula": "C39H82BN2O12P2", "method": "the ωB97M-V functional and the def2-TZVPD basis", "species": ["C", "H", "H", "H", "C", "H", "C", "C", "H", "H", "H", "H", "C", "H", "O", "H", "C", "B", "H", "H", "N", "H", "H", "H", "O", "H", "H", "H", "H", "H", "C", "C", "O", "C", "H", "H", "O", "H", "C", "C", "P", "H", "H", "C", "H", "H", "H", "H", "O", "H", "C", "C", "C", "C", "H", "H", "O", "O", "C", "C", "C", "H", "H", "H", "H", "H", "H", "H", "H", "O", "H", "H", "H", "O", "H", "C", "C", "P", "C", "H", "C", "H", "C", "H", "H", "H", "C", "C", "C", "H", "C", "C", "H", "H", "H", "H", "H", "C", "H", "H", "H", "H", "C", "H", "H", "H", "H", "H", "O", "H", "H", "C", "H", "H", "O", "C", "C", "H", "C", "H", "H", "H", "H", "H", "H", "C", "O", "H", "H", "C", "H", "H", "H", "C", "H", "C", "N", "H"], "coordinates": [[1.92728, 5.81204, -2.08756], [-1.51650, -2.81807, -13.10643], [-5.50204, 2.87278, 4.33813], [2.81070, 6.41403, -3.99425], [-4.00590, 2.86735, 2.79300], [-4.15600, 1.49388, 5.82023], [2.42957, -5.60321, 0.04845], [1.11829, -7.45979, -0.47033], [0.73148, -0.50134, -7.33194], [0.26702, -0.44066, -5.61768], [0.50367, -7.83350, 0.35540], [1.10028, 3.09541, -2.92296], [2.05041, -2.80268, -5.61806], [-1.56272, -0.29535, -10.15049], [0.95132, 4.80293, -1.78994], [-4.75405, 3.27076, 2.10659], [-1.06416, -1.26953, -10.19561], [2.05648, 1.50126, 2.87246], [-0.42010, 2.65180, 0.99150], [-0.19280, -0.67012, -12.10897], [1.49740, 1.82367, 1.52910], [-3.43881, -3.10183, -11.18209], [4.01441, 1.09599, 1.31098], [2.58396, -3.35773, -6.39681], [4.53678, -1.13912, -1.68360], [-0.50697, 1.45489, 2.45890], [2.30533, -2.15328, 5.31959], [4.70758, -0.52187, -3.68645], [0.20212, -1.67577, 0.42224], [-1.38464, -3.91504, 6.55743], [1.24976, 4.88294, -4.13924], [-3.71349, 1.81694, 4.87573], [2.03190, -1.41981, -5.99982], [-0.55288, -1.56159, -11.59151], [-8.59157, 7.27338, 4.72842], [2.32355, -4.84489, 0.82715], [2.25826, -0.23589, -0.57434], [-0.41086, -3.47695, 0.08737], [2.44924, 5.52154, -3.47981], [-4.41798, 2.99505, 4.24483], [3.39591, -1.26750, -0.40997], [3.80098, 2.04479, -3.01505], [-0.48780, -4.12195, 8.07720], [3.15266, -6.84209, 0.53632], [2.90060, -7.03346, 1.58531], [0.21449, -3.02160, -4.51781], [0.47680, -4.31828, -5.69711], [0.63387, -0.82538, 7.49023], [-2.03962, -2.27529, -9.89110], [2.99500, -0.31613, -3.03500], [3.49557, 0.27674, 4.45181], [0.64676, 4.09011, -2.99804], [-7.50569, 7.38556, 4.81818], [4.54461, 1.33921, -2.45071], [4.63369, -0.05721, 6.62174], [-4.75063, 0.20717, 3.86040], [1.13219, -6.02711, -0.39336], [0.31858, -0.66400, 3.79377], [-1.72025, -2.32321, 7.98944], [-1.47443, -1.13487, 7.08893], [-0.06859, -2.37156, -6.54261], [-0.26929, -1.28943, -9.44544], [2.64501, -8.92480, 0.07930], [2.59255, -2.91653, -4.67530], [-2.66189, 2.06648, 5.05723], [1.94568, 4.02389, 1.64535], [-4.14402, 3.95686, 4.68232], [1.42619, 6.78473, -2.04581], [4.49453, 1.62663, -1.33802], [-3.81842, 1.46825, 2.53604], [-7.76548, 7.75424, 6.96244], [0.54922, 5.65888, -4.46641], [-0.20631, 0.84226, 0.66545], [-6.73209, 5.17514, 5.17679], [-6.08631, 7.65102, 6.40498], [-3.81356, 0.76906, 3.78736], [-7.08040, 5.74371, 6.44710], [1.80392, -1.18623, 3.02844], [2.55582, -7.92001, -0.33829], [4.23856, -6.76117, 0.45497], [0.60632, -3.24951, -5.51549], [1.39753, 3.31777, -0.02180], [4.32657, -1.14161, 1.26157], [5.45515, -1.10130, 0.94951], [-3.05155, 3.37253, 2.60604], [-1.90447, -3.98361, -11.02293], [0.69863, -1.07311, -6.40139], [0.00667, 1.68555, 1.44777], [1.40800, -2.81042, -1.20972], [1.52601, -2.15253, -2.14715], [-6.80931, 6.20204, 4.17816], [-7.09526, 7.24757, 6.26527], [-0.76345, -2.14454, -1.14837], [-5.78646, 6.45635, 3.87955], [0.23744, -0.88914, 5.75930], [0.08306, -2.78836, -7.54421], [-0.43534, 3.97349, -3.09358], [4.10314, -0.21964, -2.73169], [-1.36264, -2.10226, 9.00100], [1.66071, -3.43264, 4.14642], [3.04219, -7.91260, -1.31976], [-7.34402, 5.82404, 3.30308], [4.04766, 0.21296, 2.07776], [5.01598, 0.42124, 2.70287], [0.66273, -7.77280, -1.41305], [-6.36283, 5.41942, 7.20474], [2.94417, -5.15516, -0.80740], [5.58189, 1.56181, -2.93871], [2.60843, -2.82398, -0.36360], [3.27170, 4.79957, -3.42744], [-1.14163, -2.25190, -6.38124], [-2.35566, -2.98803, -11.09520], [-2.77005, -2.61579, 8.05437], [-7.22290, 8.34009, 4.36989], [1.83255, 2.28524, 4.07365], [-0.00910, -1.30028, 6.74077], [4.03206, 0.19015, 5.66175], [-0.37388, -0.89901, 3.11338], [2.42872, -2.55647, 4.23293], [1.95727, 3.23978, 3.80488], [0.26796, -2.28554, -11.54495], [3.50794, -2.88598, 4.01315], [3.12174, 3.01121, 0.57954], [-2.97994, 0.06130, 3.80974], [-1.69590, -0.17420, 7.55817], [0.03478, -2.50690, -0.37756], [0.26562, -2.70857, 6.75660], [-2.08552, -1.22292, 6.18355], [-2.46026, -1.41956, -12.56391], [-0.84877, -3.38717, 7.35373], [1.50082, 4.26322, -5.00232], [-8.07191, 5.36757, 6.72127], [2.71687, 5.79394, -1.33168], [2.01623, 3.10240, 0.95398], [1.28183, -3.90397, -1.60378], [-1.75927, -2.19731, -12.24172], [2.90724, 0.21399, 3.05294], [4.25072, -2.12198, 1.89071]], "forces_ev_per_angstrom": [[-0.2, 0.3, 0.3], [0.0, 0.0, 0.1], [0.1, 0.1, 0.0], [0.0, -0.1, 0.1], [0.2, 0.1, -0.3], [0.0, 0.0, -0.1], [0.0, 0.0, -0.1], [-0.4, -0.1, 0.1], [0.1, 0.0, 0.1], [-0.1, 0.0, -0.1], [0.0, -0.1, 0.0], [0.0, -0.1, -0.1], [0.3, 0.0, -0.2], [0.1, 0.1, 0.0], [0.1, 0.0, -0.2], [0.1, -0.1, 0.0], [-0.2, 0.2, 0.3], [-2.5, 3.0, 0.3], [0.5, -1.4, 1.0], [0.0, -0.1, 0.1], [1.0, 0.4, 2.1], [0.1, 0.0, 0.1], [-0.7, -1.6, 1.5], [0.0, -0.1, 0.1], [-2.3, -0.1, 2.3], [0.8, 0.5, -1.7], [0.5, -0.9, -1.8], [-1.1, 0.2, 1.9], [-0.3, -1.5, -1.5], [-0.1, 0.0, 0.1], [-0.4, 0.1, -0.4], [0.4, -0.1, 0.3], [-0.2, -0.2, 0.1], [0.5, 0.0, 0.0], [0.1, 0.0, 0.0], [-0.1, 0.0, -0.1], [3.3, -2.0, 0.6], [1.1, 1.7, -0.7], [0.5, 0.0, 0.0], [-0.5, 0.2, 0.0], [-3.7, 0.6, -1.1], [1.2, -1.4, 1.1], [0.1, 0.1, -0.1], [0.1, 0.0, 0.5], [0.1, 0.0, -0.1], [0.0, -0.1, 0.0], [0.0, 0.1, 0.0], [0.0, 0.1, 0.1], [0.2, 0.1, -0.2], [1.8, 0.1, 1.0], [3.4, -0.8, 6.9], [-0.1, -0.3, 0.1], [-0.4, 0.2, -0.3], [-0.6, 0.0, -0.9], [-1.6, 0.8, -2.2], [0.1, -0.1, 0.1], [0.2, -0.1, 0.1], [1.9, -0.6, -1.9], [-0.1, -0.1, 0.5], [-0.2, 0.3, -0.3], [-0.2, 0.0, -0.5], [-0.1, 0.0, 0.0], [0.0, 0.1, -0.1], [0.1, 0.1, -0.1], [0.0, -0.1, 0.0], [0.0, -1.3, -0.9], [-0.1, -0.1, -0.1], [0.1, 0.0, 0.0], [0.2, -0.6, -1.7], [0.1, 0.0, 0.3], [0.1, -0.1, 0.0], [0.0, -0.1, 0.0], [0.2, 1.4, 1.6], [-0.1, 0.3, 0.1], [-0.1, 0.0, 0.0], [-0.3, -0.2, -0.2], [-0.2, -0.3, 0.1], [-3.0, -3.7, -0.9], [0.2, -0.3, -0.4], [-0.1, 0.0, 0.0], [-0.1, -0.2, 0.5], [1.3, -0.2, 1.9], [1.5, -0.7, -0.4], [-2.0, 0.1, 0.6], [0.0, 0.1, 0.0], [-0.1, 0.0, -0.1], [0.0, 0.3, 0.1], [-0.8, -0.4, -1.1], [-1.9, -1.5, -0.7], [-0.2, -0.7, 1.7], [0.2, -0.2, -0.2], [0.3, 0.3, 0.3], [1.5, -0.5, 1.4], [0.0, 0.1, -0.1], [-0.1, -0.2, 0.5], [-0.1, 0.0, 0.1], [0.1, 0.0, 0.1], [0.7, 1.5, -2.3], [-0.1, 0.0, -0.1], [1.4, 1.7, -0.2], [0.0, 0.0, 0.1], [0.1, -0.1, 0.1], [3.3, 0.1, -1.9], [-2.0, -0.5, -1.0], [0.0, 0.1, 0.1], [0.0, -0.1, -0.1], [0.1, 0.0, 0.2], [-1.8, -0.5, 1.3], [1.7, 3.4, -0.7], [0.0, 0.1, 0.0], [0.1, 0.0, -0.1], [-0.1, -0.3, 0.2], [0.1, 0.0, 0.0], [0.0, -0.1, 0.0], [1.7, -0.7, -3.1], [0.4, 0.2, 0.1], [-2.6, -0.2, -7.3], [0.9, 0.5, 0.8], [-0.6, 0.9, 1.4], [-0.7, -1.2, 0.5], [0.0, 0.1, 0.0], [-1.7, 0.5, 0.3], [-1.9, 0.0, 0.8], [0.0, 0.0, -0.1], [0.0, -0.1, -0.1], [0.0, 0.2, -0.6], [-0.2, 0.1, 0.0], [0.0, 0.1, 0.0], [0.0, -0.1, 0.0], [0.0, -0.4, -0.2], [0.0, 0.0, 0.1], [0.0, 0.0, 0.1], [-0.1, 0.0, 0.0], [0.2, 0.5, -1.7], [0.5, 2.0, 0.7], [-0.4, 0.1, -0.4], [1.4, 1.6, 5.0], [-0.2, 1.8, -1.2]], "homo_lumo_gap_ev": 7.99, "homo_energy_ev": -10.639, "charge": 1}